(1)
Formula: C12H31Li2N5O8
Source: the Open Molecules 2025 dataset
Level of theory: ωB97M-V with the def2-TZVPD basis set

Results
charge = -2
orbital gap = 3.8 eV
E_LUMO = 4.50 eV
2S+1 = 1

Cartesian coordinates (Å):
Li1 1.943 1.164 1.280
Li2 1.603 -0.471 0.040
O1 0.476 0.469 0.687
C1 0.188 0.420 2.104
C2 1.219 -0.350 3.032
O2 2.622 -0.083 2.860
H1 -0.850 0.090 2.124
H2 0.118 1.482 2.341
H3 1.194 -1.417 2.810
H4 0.944 -0.281 4.085
O3 2.306 1.117 -0.297
C3 3.602 0.476 -0.245
C4 3.761 -1.095 -0.008
O4 2.698 -1.708 0.791
H5 4.239 1.037 0.438
H6 4.041 0.786 -1.193
H7 4.792 -1.357 0.228
H8 3.663 -1.448 -1.035
C5 1.175 -1.660 -1.939
O5 1.042 -0.535 -1.477
N1 2.042 -2.577 -1.519
N2 0.336 -2.128 -2.850
H9 2.014 -3.513 -1.899
H10 2.662 -2.301 -0.771
H11 0.405 -2.965 -3.411
H12 -0.463 -1.511 -2.846
C6 -0.843 -2.424 1.086
O6 -0.952 -3.590 1.298
N3 -1.894 -1.646 1.252
N4 0.190 -1.830 0.692
H13 -2.690 -2.110 1.665
H14 -1.916 -0.637 1.223
H15 0.964 -2.475 0.618
H16 0.282 -0.901 1.080
C7 -1.580 3.289 2.789
O7 -1.127 2.164 2.135
C8 -2.044 1.317 1.477
C9 -2.192 1.735 -0.003
N5 -0.952 1.599 -0.721
C10 -0.524 0.226 -1.289
C11 -1.618 -0.441 -2.305
O8 -1.708 0.152 -3.606
C12 -2.219 1.469 -3.571
H17 -2.230 2.985 3.609
H18 -2.055 4.038 2.155
H19 -0.756 3.830 3.254
H20 -3.061 1.324 1.869
H21 -1.901 0.247 1.623
H22 -2.364 2.791 0.203
H23 -3.118 1.509 -0.532
H24 -0.787 2.280 -1.448
H25 -0.224 -0.545 -0.579
H26 0.386 0.456 -1.844
H27 -2.535 -0.746 -1.801
H28 -1.207 -1.403 -2.613
H29 -3.227 1.742 -3.257
H30 -2.314 1.721 -4.627
H31 -1.558 2.233 -3.163


(2)
Formula: C2H3NO2
Source: the Open Molecules 2025 dataset
Level of theory: ωB97M-V with the def2-TZVPD basis set

Results
charge = +1
expectation value of S² = 0.760
ΔE to the lowest compared entry with this formula, charge and spin = 11.9 kJ/mol
orbital gap (spin up / spin down) = 11.9 / 6.9 eV
E_LUMO (spin up / spin down) = -5.93 / -10.11 eV
2S+1 = 2

Cartesian coordinates (Å):
O1 -0.321 0.224 1.509
C1 0.665 -0.145 0.964
N1 0.631 -0.681 -0.342
C2 -0.198 -0.129 -1.244
O2 -0.969 0.765 -0.941
H1 1.666 -0.144 1.424
H2 1.372 -1.249 -0.743
H3 -0.172 -0.585 -2.226


(3)
Formula: C9H21AgF2N3O3
Source: the Open Molecules 2025 dataset
Level of theory: ωB97M-V with the def2-TZVPD basis set

Results
expectation value of S² = 0.770
orbital gap (spin up / spin down) = 10.2 / 6.2 eV
E_LUMO (spin up / spin down) = 0.58 / -2.50 eV
2S+1 = 2

Cartesian coordinates (Å):
Ag1 1.985 -5.884 -15.320
F1 -0.032 -4.830 -14.761
F2 1.778 -6.797 -13.019
C1 4.924 -5.627 -13.426
O1 4.364 -5.516 -14.527
N1 6.235 -5.521 -13.087
C2 6.821 -6.013 -11.811
C3 7.138 -4.996 -14.052
H1 4.276 -5.971 -12.605
H2 6.008 -6.457 -11.237
H3 7.112 -5.154 -11.208
H4 7.617 -6.747 -11.933
H5 7.959 -5.711 -14.108
H6 6.725 -4.908 -15.057
H7 7.675 -4.078 -13.814
C4 1.670 -3.518 -17.853
O2 2.426 -4.358 -17.322
N2 0.613 -3.804 -18.585
C5 -0.169 -2.824 -19.320
C6 0.094 -5.111 -18.762
H8 1.869 -2.435 -17.838
H9 -0.021 -2.920 -20.396
H10 0.350 -1.889 -19.112
H11 -1.217 -2.643 -19.081
H12 0.629 -5.644 -19.547
H13 0.391 -5.854 -18.021
H14 -0.956 -5.303 -18.981
C7 2.740 -9.307 -16.304
O3 2.217 -8.190 -16.165
N3 3.396 -9.975 -15.341
C8 3.499 -9.561 -13.911
C9 4.112 -11.205 -15.816
H15 2.858 -9.752 -17.304
H16 2.607 -8.968 -13.709
H17 4.368 -8.936 -13.706
H18 3.478 -10.492 -13.346
H19 3.940 -11.553 -16.834
H20 5.180 -10.993 -15.848
H21 4.020 -12.012 -15.089


(4)
Formula: C30H27ClPSm
Source: the Open Molecules 2025 dataset
Level of theory: ωB97M-V with the def2-TZVPD basis set

Results
expectation value of S² = 8.766
orbital gap (spin up / spin down) = 6.9 / 7.0 eV
E_LUMO (spin up / spin down) = 0.20 / 0.25 eV
2S+1 = 6

Cartesian coordinates (Å):
C1 -1.103 -1.481 1.678
C2 -0.963 -1.902 0.321
C3 0.429 -2.130 0.072
H1 -1.779 -2.090 -0.369
C4 1.147 -1.854 1.281
C5 0.199 -1.444 2.273
H2 0.417 -1.201 3.315
H3 -2.043 -1.273 2.191
H4 0.860 -2.504 -0.854
H5 2.222 -1.962 1.433
Sm1 0.232 0.399 0.500
Cl1 2.471 1.584 0.462
P1 -0.004 0.346 -2.493
C6 1.232 -0.729 -3.297
C7 0.957 -1.506 -4.435
H6 -0.046 -1.512 -4.861
C8 1.973 -2.266 -5.024
H7 1.756 -2.849 -5.921
C9 3.259 -2.273 -4.477
H8 4.055 -2.852 -4.950
C10 3.527 -1.533 -3.319
H9 4.527 -1.551 -2.878
C11 2.526 -0.764 -2.730
H10 2.739 -0.175 -1.833
C12 -1.632 -0.125 -3.169
C13 -2.059 -1.465 -3.061
H11 -1.373 -2.225 -2.679
C14 -3.351 -1.824 -3.444
H12 -3.673 -2.863 -3.345
C15 -4.225 -0.861 -3.963
H13 -5.225 -1.151 -4.291
C16 -3.812 0.472 -4.061
H14 -4.490 1.226 -4.462
C17 -2.532 0.846 -3.647
H15 -2.219 1.888 -3.706
C18 0.343 2.015 -3.167
C19 0.904 2.200 -4.441
H16 1.179 1.333 -5.044
C20 1.106 3.493 -4.931
H17 1.515 3.629 -5.932
C21 0.787 4.604 -4.143
H18 0.941 5.613 -4.530
C22 0.273 4.422 -2.855
H19 0.038 5.287 -2.230
C23 0.046 3.138 -2.363
H20 -0.360 3.003 -1.356
C24 -1.566 2.008 1.318
C25 -1.272 1.833 2.735
C26 -2.252 1.371 3.662
C27 -1.936 1.225 5.008
C28 -0.637 1.501 5.469
C29 0.357 1.896 4.567
C30 0.052 2.079 3.220
H21 -2.570 1.708 1.005
H22 -1.205 2.953 0.885
H23 -3.257 1.157 3.291
H24 -2.706 0.907 5.712
H25 -0.407 1.418 6.530
H26 1.376 2.080 4.914
H27 0.821 2.430 2.512


(5)
Formula: C2FInLiO2
Source: the Open Molecules 2025 dataset
Level of theory: ωB97M-V with the def2-TZVPD basis set

Results
charge = +1
orbital gap (spin up / spin down) = 7.2 / 7.3 eV
E_LUMO (spin up / spin down) = -5.43 / -5.45 eV
2S+1 = 1

Cartesian coordinates (Å):
Li1 -3.026 0.926 -0.797
O1 -1.683 1.091 0.437
C1 -0.664 0.414 0.675
C2 -0.097 -0.664 -0.067
O2 0.924 -1.310 0.247
F1 -0.988 -1.278 -0.914
In1 1.045 -1.066 2.324


(6)
Formula: C47H37Cl3GaN6O5S
Source: the Open Molecules 2025 dataset
Level of theory: ωB97M-V with the def2-TZVPD basis set

Results
charge = +1
ΔE to the lowest compared entry with this formula, charge and spin = 68.0 kJ/mol
orbital gap = 5.8 eV
E_LUMO = -4.19 eV
2S+1 = 1

Cartesian coordinates (Å):
Ga1 2.614 0.751 0.296
O1 6.242 -2.222 5.180
C1 6.625 -2.238 4.004
O2 7.594 -2.725 3.415
C2 5.648 -1.468 3.040
C3 5.957 -1.332 1.689
C4 5.063 -0.657 0.877
N1 3.915 -0.223 1.393
C5 3.683 -0.167 2.712
C6 4.530 -0.820 3.576
C7 2.674 0.862 3.056
C8 2.235 1.131 4.340
C9 1.388 2.209 4.543
C10 0.993 2.991 3.465
C11 1.447 2.655 2.203
N2 2.271 1.621 2.017
C12 5.273 -0.155 -0.513
C13 6.314 -0.559 -1.328
C14 6.466 0.063 -2.561
C15 5.574 1.056 -2.941
C16 4.540 1.391 -2.084
N3 4.401 0.808 -0.893
H1 6.910 -1.729 1.362
H2 4.441 -0.840 4.655
H3 2.562 0.513 5.164
H4 1.039 2.439 5.542
H5 0.348 3.848 3.591
H6 1.157 3.208 1.317
H7 6.989 -1.337 -1.003
H8 7.274 -0.227 -3.218
H9 5.666 1.565 -3.889
H10 3.794 2.132 -2.344
C17 -3.737 5.577 -1.411
C18 -3.086 4.223 -1.335
C19 -2.983 3.579 -0.107
C20 -2.389 2.331 -0.019
C21 -1.909 1.696 -1.150
C22 -2.004 2.336 -2.385
N4 -1.599 1.698 -3.569
C23 -0.676 0.673 -3.693
C24 -0.935 -0.350 -4.612
C25 -0.063 -1.407 -4.775
C26 1.089 -1.491 -4.003
C27 1.365 -0.474 -3.109
C28 0.520 0.626 -2.960
C29 1.013 1.795 -2.160
O3 0.876 2.942 -2.498
O4 1.712 1.447 -1.090
C30 -2.572 3.612 -2.483
C31 -2.616 4.305 -3.816
H11 -4.198 5.837 -0.459
H12 -4.508 5.609 -2.181
H13 -3.007 6.353 -1.652
H14 -3.387 4.054 0.779
H15 -2.364 1.835 0.945
H16 -1.510 0.690 -1.100
H17 -2.208 1.832 -4.359
H18 -1.845 -0.299 -5.199
H19 -0.291 -2.179 -5.499
H20 1.772 -2.321 -4.120
H21 2.289 -0.499 -2.543
H22 -1.751 4.030 -4.418
H23 -2.607 5.386 -3.700
H24 -3.519 4.047 -4.378
Cl1 -4.929 0.725 -3.937
C32 -4.459 -0.143 -2.511
C33 -3.658 -1.264 -2.629
C34 -3.267 -1.926 -1.476
C35 -3.665 -1.502 -0.212
C36 -3.171 -2.266 0.998
C37 -2.185 -1.435 1.832
N5 -0.847 -1.394 1.240
C38 -0.082 -2.451 0.802
C39 1.135 -1.936 0.489
N6 1.112 -0.576 0.724
C40 -0.097 -0.294 1.169
O5 -4.247 -2.664 1.824
C41 -4.211 -4.040 2.209
C42 -2.997 -4.379 3.022
C43 -1.904 -5.062 2.574
Cl2 -1.688 -5.759 1.013
S1 -0.667 -5.215 3.754
C44 -1.609 -4.344 4.890
C45 -2.810 -3.970 4.378
C46 -4.485 -0.376 -0.139
Cl3 -5.033 0.244 1.388
C47 -4.884 0.309 -1.275
H25 -3.348 -1.618 -3.601
H26 -2.641 -2.807 -1.563
H27 -2.651 -3.151 0.618
H28 -2.110 -1.836 2.843
H29 -2.541 -0.409 1.889
H30 -0.444 -3.463 0.777
H31 2.010 -2.441 0.117
H32 -0.455 0.686 1.436
H33 -4.271 -4.676 1.320
H34 -5.113 -4.191 2.799
H35 -1.234 -4.180 5.886
H36 -3.557 -3.426 4.937
H37 -5.501 1.191 -1.191


(7)
Formula: CH73O36
Source: the Open Molecules 2025 dataset
Level of theory: ωB97M-V with the def2-TZVPD basis set

Results
charge = -1
orbital gap = 9.4 eV
E_LUMO = 1.81 eV
2S+1 = 1

Cartesian coordinates (Å):
C1 -0.615 -0.551 0.095
O1 0.327 0.184 0.779
H1 -1.616 -0.082 0.082
H2 -0.291 -0.757 -0.941
H3 -0.701 -1.547 0.596
O2 -0.509 1.060 -6.518
H4 -0.881 0.366 -5.946
H5 0.300 1.327 -6.043
O3 4.311 1.130 -0.022
H6 4.211 1.641 0.811
H7 3.620 0.494 0.160
O4 2.846 -0.815 4.499
H8 2.865 -0.728 5.422
H9 2.300 -0.059 4.106
O5 3.648 3.139 -1.932
H10 4.111 2.535 -1.327
H11 3.584 3.971 -1.387
O6 -3.193 -2.573 -0.305
H12 -2.368 -2.863 0.142
H13 -3.442 -1.686 0.005
O7 1.541 -4.144 0.974
H14 1.417 -3.606 1.795
H15 2.064 -3.581 0.418
O8 0.230 1.929 -3.408
H16 -0.478 1.272 -3.299
H17 0.938 1.664 -2.791
O9 -4.489 -0.279 0.830
H18 -4.414 0.673 0.604
H19 -4.670 -0.277 1.763
O10 -1.237 -3.993 1.100
H20 -0.281 -3.789 1.169
H21 -1.229 -4.885 0.746
O11 -2.136 -3.373 -2.738
H22 -2.457 -2.766 -2.114
H23 -2.805 -4.079 -2.766
O12 -0.293 3.961 -1.638
H24 -0.214 3.344 -2.446
H25 0.025 3.560 -0.795
O13 -2.554 -3.040 3.730
H26 -2.643 -3.253 2.746
H27 -1.882 -3.771 3.833
O14 -5.444 5.690 1.331
H28 -4.665 5.979 0.766
H29 -5.079 5.120 1.994
O15 1.711 0.687 -1.417
H30 2.575 1.083 -1.300
H31 1.268 0.662 -0.537
O16 0.327 -3.578 -1.463
H32 0.212 -4.433 -1.012
H33 -0.496 -3.541 -1.985
O17 3.482 -3.955 -2.722
H34 2.803 -3.274 -2.678
H35 4.275 -3.526 -2.312
O18 1.900 5.757 -1.895
H36 1.100 5.208 -1.872
H37 2.227 5.578 -2.754
O19 2.018 4.894 1.213
H38 2.413 5.295 0.418
H39 1.335 4.252 0.913
O20 -1.156 -0.845 3.480
H40 -1.700 -1.688 3.540
H41 -0.857 -0.611 2.530
O21 -3.414 4.351 2.853
H42 -3.164 4.892 3.595
H43 -2.979 3.476 3.081
O22 1.059 -1.359 -3.097
H44 0.683 -2.088 -2.502
H45 1.542 -0.737 -2.507
O23 -3.226 2.513 0.452
H46 -3.571 3.189 1.063
H47 -3.317 2.835 -0.493
O24 -4.776 -4.091 1.560
H48 -4.333 -3.570 0.761
H49 -5.576 -4.548 1.187
O25 1.438 -6.451 -0.778
H50 1.904 -6.113 -1.541
H51 1.621 -5.817 -0.080
O26 -3.003 1.422 -4.101
H52 -2.666 1.619 -4.995
H53 -2.746 0.525 -3.909
O27 3.701 2.570 2.158
H54 3.385 3.452 1.837
H55 2.866 2.200 2.485
O28 4.836 -1.815 -1.340
H56 5.459 -1.128 -1.520
H57 4.178 -1.604 -0.644
O29 -0.001 2.862 1.262
H58 -0.980 3.085 1.291
H59 0.141 1.907 0.917
O30 4.614 -1.895 2.659
H60 4.910 -1.434 1.844
H61 4.398 -1.164 3.235
O31 2.770 -1.144 0.730
H62 2.957 -1.391 1.640
H63 1.884 -0.658 0.714
O32 1.482 1.100 3.171
H64 0.683 1.645 3.448
H65 1.171 0.583 2.420
O33 -1.311 -1.051 -4.538
H66 -1.815 -1.869 -4.529
H67 -0.406 -1.116 -4.139
O34 -3.004 3.255 -2.199
H68 -3.016 2.699 -2.981
H69 -2.064 3.572 -2.254
O35 1.054 -2.882 3.432
H70 1.805 -2.586 3.962
H71 0.489 -2.102 3.378
O36 -2.499 1.729 3.114
H72 -2.490 1.565 2.145
H73 -1.863 1.060 3.528


(8)
Formula: C16H19F6MoN3O5Sb
Source: the Open Molecules 2025 dataset
Level of theory: ωB97M-V with the def2-TZVPD basis set

Results
charge = +2
expectation value of S² = 3.827
ΔE to the lowest compared entry with this formula, charge and spin = 302.4 kJ/mol
orbital gap (spin up / spin down) = 6.5 / 7.6 eV
E_LUMO (spin up / spin down) = -9.56 / -9.29 eV
2S+1 = 4

Cartesian coordinates (Å):
Mo1 0.252 -0.115 -1.005
O1 -0.311 1.269 3.415
C1 -0.228 0.937 2.135
O2 -1.161 0.870 1.331
C2 1.234 0.701 1.789
C3 2.228 0.580 2.756
C4 3.541 0.616 2.394
C5 3.950 0.731 1.046
C6 2.947 0.712 0.091
N1 1.602 0.532 0.469
C7 3.282 0.869 -1.285
O3 4.371 1.594 -1.489
O4 2.751 0.257 -2.217
H1 -0.840 0.511 3.873
H2 1.932 0.445 3.830
H3 4.201 0.460 3.263
H4 5.019 0.766 0.761
H5 4.790 2.152 -0.782
N2 -2.915 -2.153 0.453
C8 -1.778 -1.870 -0.189
O5 -1.744 -0.886 -1.019
C9 -0.502 -2.632 0.020
C10 0.446 -2.343 -1.122
H6 -3.799 -1.685 0.319
H7 -2.904 -2.818 1.256
H8 -0.865 -3.685 0.135
H9 -0.136 -2.407 1.002
H10 -0.066 -2.500 -2.126
H11 1.375 -2.863 -1.042
C11 -1.655 2.958 -1.112
C12 -1.004 2.537 -2.359
C13 -1.065 3.089 -3.626
C14 -0.540 2.195 -4.561
C15 -0.240 1.033 -3.845
C16 0.111 -0.330 -4.334
N3 -0.324 1.317 -2.454
H12 -2.566 3.571 -1.388
H13 -0.962 3.560 -0.480
H14 -1.955 2.098 -0.494
H15 -1.375 4.143 -3.703
H16 -0.380 2.343 -5.645
H17 0.053 -0.346 -5.443
H18 -0.604 -1.121 -4.088
H19 1.084 -0.667 -3.800
F1 -0.749 -1.902 2.873
Sb1 -2.176 -2.029 4.206
F2 -3.234 -0.638 3.440
F3 -3.228 -3.241 3.088
F4 -1.178 -0.727 5.183
F5 -1.241 -3.553 4.923
F6 -3.439 -2.337 5.559


no.,calculated total energy (eV),maximum force (eV/A)
1,-37166.319,15.70
2,-7697.273,1.39
3,-29716.410,3.62
4,-71264.771,2.09
5,-14257.198,2.42
6,-169294.357,0.86
7,-75941.278,3.30
8,-56291.030,3.87